(1)
{"formula": "C32H37Br3N2O5PSTi", "method": "ωB97M-V/def2-TZVPD", "lumo_energy_ev": [-0.527, -0.882], "spin_multiplicity": 2, "total_energy_ev": -300372.669, "s_squared": 0.764, "de_lowest_ev": 2.658, "symbols": ["Ti", "C", "C", "C", "C", "C", "C", "C", "Br", "C", "O", "C", "C", "C", "C", "C", "C", "H", "H", "H", "H", "H", "H", "H", "H", "H", "H", "H", "H", "H", "H", "H", "H", "H", "H", "H", "H", "O", "S", "O", "O", "O", "Br", "C", "C", "C", "N", "C", "C", "C", "C", "C", "Br", "C", "C", "N", "H", "H", "H", "H", "H", "H", "C", "P", "C", "C", "C", "C", "C", "C", "C", "H", "H", "H", "H", "H", "H", "H", "H", "H", "H", "H"], "xyz": [[-0.028, -1.086, -0.990], [-1.064, 0.217, 6.764], [-2.015, 0.238, 5.561], [-2.798, 1.559, 5.610], [-2.988, -0.944, 5.694], [-1.292, 0.116, 4.226], [-1.994, 0.319, 3.043], [-1.336, 0.185, 1.844], [-2.232, 0.605, 0.211], [0.011, -0.179, 1.705], [0.494, -0.289, 0.474], [0.742, -0.324, 2.906], [0.059, -0.178, 4.112], [2.258, -0.513, 2.983], [2.623, -1.702, 3.886], [2.836, 0.789, 3.569], [2.896, -0.736, 1.609], [-1.642, 0.361, 7.675], [-0.332, 1.020, 6.702], [-0.547, -0.735, 6.849], [-3.217, 1.695, 6.606], [-3.615, 1.572, 4.895], [-2.142, 2.400, 5.393], [-3.523, -0.886, 6.640], [-2.442, -1.885, 5.663], [-3.714, -0.944, 4.885], [-3.034, 0.598, 3.037], [0.629, -0.292, 5.017], [2.290, -1.552, 4.910], [3.704, -1.833, 3.906], [2.175, -2.619, 3.509], [2.463, 0.971, 4.574], [2.551, 1.636, 2.946], [3.922, 0.738, 3.608], [2.458, -1.609, 1.117], [3.969, -0.897, 1.716], [2.742, 0.151, 0.992], [-1.042, -3.587, -2.210], [-0.732, -3.384, -0.819], [-0.945, -4.459, 0.088], [0.690, -2.812, -0.745], [-1.449, -2.099, -0.376], [-2.910, -2.022, -6.868], [-2.123, -1.595, -5.210], [-2.948, -1.298, -4.114], [-2.334, -0.978, -2.928], [-1.013, -0.905, -2.757], [-0.208, -1.239, -3.822], [-0.765, -1.569, -5.075], [1.188, -1.240, -3.555], [2.198, -1.524, -4.502], [3.503, -1.571, -4.097], [4.891, -1.945, -5.332], [3.832, -1.315, -2.749], [2.808, -0.983, -1.901], [1.521, -0.922, -2.256], [-4.019, -1.342, -4.209], [-2.939, -0.748, -2.060], [-0.128, -1.808, -5.911], [1.951, -1.727, -5.531], [4.850, -1.377, -2.403], [3.016, -0.716, -0.875], [0.031, 3.220, -0.757], [0.498, 1.696, -1.706], [2.156, 2.291, -2.291], [-0.492, 1.949, -3.224], [0.046, 1.735, -4.489], [-0.754, 1.806, -5.615], [-2.104, 2.085, -5.495], [-2.652, 2.292, -4.239], [-1.855, 2.214, -3.111], [-0.962, 3.124, -0.324], [0.062, 4.094, -1.406], [0.750, 3.336, 0.055], [2.046, 3.196, -2.886], [2.656, 1.528, -2.883], [2.778, 2.508, -1.424], [1.093, 1.499, -4.600], [-0.324, 1.630, -6.590], [-2.729, 2.132, -6.374], [-3.705, 2.514, -4.134], [-2.302, 2.351, -2.136]], "forces_ev_per_angstrom": [[0.71, 3.04, -0.87], [-0.13, -0.01, -0.25], [-0.10, 0.00, 0.16], [0.13, -0.18, 0.01], [0.14, 0.15, 0.02], [0.15, 0.03, -0.01], [0.12, 0.00, -0.20], [0.11, 0.01, -0.29], [-0.46, 0.25, 0.30], [-0.48, 0.39, 1.64], [1.03, 0.60, 1.91], [-0.01, -0.03, -0.60], [-0.30, 0.00, -0.04], [0.19, 0.05, -0.03], [-0.10, 0.15, -0.14], [-0.04, -0.21, -0.09], [-0.09, -0.01, 0.15], [-0.03, -0.01, 0.06], [0.12, 0.07, 0.01], [0.12, -0.09, 0.01], [-0.10, 0.05, 0.06], [-0.12, 0.03, -0.08], [0.05, 0.11, 0.01], [-0.08, 0.00, 0.08], [0.01, -0.11, -0.01], [-0.11, -0.03, -0.09], [-0.15, 0.01, 0.03], [0.11, -0.03, 0.14], [-0.03, -0.02, 0.09], [0.09, 0.02, -0.01], [-0.04, -0.10, -0.02], [-0.02, 0.03, 0.12], [0.01, 0.10, -0.04], [0.15, -0.01, 0.01], [0.13, 0.09, -0.01], [0.05, -0.01, 0.09], [0.08, -0.12, -0.06], [-0.07, -0.50, 0.16], [-0.82, -3.05, -0.34], [0.09, 0.20, 0.13], [0.61, -0.73, 0.16], [-1.15, -0.67, 0.52], [0.04, 0.03, 0.03], [0.28, 0.04, 0.10], [0.25, 0.02, 0.23], [-0.91, 0.17, -0.38], [0.17, -0.32, -1.30], [-0.07, -0.04, -0.17], [-0.15, -0.05, 0.10], [0.00, 0.09, -0.15], [0.29, -0.09, 0.08], [-0.26, 0.04, -0.18], [-0.20, 0.02, 0.14], [-0.29, 0.14, 0.17], [0.98, 0.08, 0.15], [0.25, -0.62, -1.29], [-0.09, 0.04, 0.13], [0.01, -0.11, 0.01], [0.03, -0.03, -0.02], [-0.08, -0.02, -0.07], [0.05, 0.09, 0.08], [0.07, -0.15, 0.06], [0.04, -0.33, -0.06], [-0.10, 1.35, -0.46], [-0.23, -0.33, 0.15], [0.07, -0.02, 0.15], [0.03, 0.20, 0.12], [-0.05, 0.01, -0.12], [-0.07, 0.02, -0.02], [-0.08, 0.09, 0.03], [0.10, 0.10, -0.08], [0.02, 0.01, 0.01], [0.05, 0.04, 0.00], [-0.02, 0.05, 0.05], [-0.03, 0.04, 0.00], [0.06, -0.03, -0.05], [0.02, -0.03, 0.05], [0.14, 0.01, -0.03], [0.05, -0.01, -0.10], [-0.05, 0.01, -0.08], [-0.07, -0.02, -0.02], [-0.03, 0.08, 0.07]]}

(2)
{"formula": "C4H8N2O", "method": "ωB97M-V/def2-TZVPD", "lumo_energy_ev": 0.415, "spin_multiplicity": 1, "smiles": "[H]/N=C(/C)N(O)C=C", "total_energy_ev": -9301.264, "de_lowest_ev": 5.129, "symbols": ["H", "N", "C", "C", "N", "O", "C", "C", "H", "H", "H", "H", "H", "H", "H"], "xyz": [[0.416, 1.594, 1.411], [1.155, 0.910, 1.263], [0.993, 0.185, 0.221], [2.143, -0.559, -0.409], [-0.331, -0.542, -0.127], [-0.704, -1.537, 0.779], [-1.201, 0.444, -0.476], [-2.520, 0.507, -0.600], [2.121, -1.608, -0.108], [3.101, -0.128, -0.106], [2.050, -0.504, -1.495], [-0.585, -1.115, 1.656], [-0.504, 1.376, -0.523], [-3.007, 1.347, -1.082], [-3.127, -0.371, -0.404]], "forces_ev_per_angstrom": [[-0.74, -0.79, 0.84], [0.41, 1.08, -2.52], [0.31, -3.62, 2.68], [0.12, 0.50, 0.10], [1.98, 1.21, -0.60], [0.39, 0.59, 0.51], [0.28, 2.94, 0.23], [-0.16, -0.61, -0.34], [-0.19, 0.02, -0.11], [-0.23, 0.01, -0.02], [-0.03, -0.12, 0.04], [-0.31, -0.30, -0.24], [-2.05, -1.09, -0.96], [0.18, 0.10, 0.42], [0.04, 0.06, -0.02]]}

(3)
{"formula": "C28H47GeIrNP2", "method": "ωB97M-V/def2-TZVPD", "lumo_energy_ev": -3.657, "spin_multiplicity": 1, "total_energy_ev": -109216.504, "total_charge": 1, "de_lowest_ev": 0.000, "symbols": ["Ir", "C", "C", "C", "P", "C", "C", "C", "C", "C", "C", "C", "C", "C", "N", "C", "C", "C", "C", "C", "C", "P", "C", "C", "C", "C", "C", "C", "H", "H", "H", "H", "H", "H", "H", "H", "H", "H", "H", "H", "H", "H", "H", "H", "H", "H", "H", "H", "H", "H", "H", "H", "H", "H", "H", "H", "H", "H", "H", "H", "H", "H", "H", "H", "C", "Ge", "C", "C", "C", "H", "H", "H", "H", "H", "H", "H", "H", "H", "H", "H"], "xyz": [[-0.532, 0.145, -0.477], [-3.587, -2.296, -1.053], [-2.479, -2.872, -0.165], [-1.450, -3.649, -0.982], [-1.693, -1.520, 0.785], [-2.992, -0.891, 1.932], [-2.386, 0.019, 2.995], [-3.843, -1.992, 2.563], [-0.336, -2.196, 1.730], [-0.422, -3.271, 2.619], [0.661, -3.624, 3.398], [1.825, -2.870, 3.294], [1.939, -1.820, 2.400], [0.863, -1.500, 1.565], [0.915, -0.435, 0.611], [2.139, 0.272, 0.308], [3.372, -0.355, 0.201], [4.499, 0.402, -0.092], [4.410, 1.773, -0.286], [3.172, 2.396, -0.221], [2.028, 1.648, 0.047], [0.296, 2.190, 0.073], [-0.026, 2.812, 1.763], [0.525, 1.867, 2.839], [0.595, 4.201, 1.945], [-0.120, 3.503, -1.149], [-1.519, 4.043, -0.811], [0.882, 4.627, -1.422], [-4.091, -3.101, -1.590], [-4.348, -1.753, -0.488], [-3.170, -1.613, -1.797], [-2.923, -3.540, 0.576], [-0.924, -2.991, -1.674], [-0.705, -4.141, -0.357], [-1.954, -4.415, -1.576], [-3.625, -0.269, 1.291], [-1.744, -0.537, 3.681], [-1.795, 0.817, 2.547], [-3.186, 0.481, 3.576], [-3.241, -2.648, 3.195], [-4.600, -1.536, 3.204], [-4.366, -2.604, 1.829], [-1.351, -3.824, 2.706], [0.600, -4.455, 4.088], [2.674, -3.103, 3.926], [2.856, -1.253, 2.369], [3.459, -1.425, 0.330], [5.459, -0.093, -0.174], [5.296, 2.353, -0.504], [3.104, 3.460, -0.397], [-1.113, 2.884, 1.862], [1.614, 1.941, 2.884], [0.130, 2.171, 3.810], [0.269, 0.823, 2.681], [1.675, 4.177, 1.783], [0.160, 4.959, 1.300], [0.428, 4.513, 2.978], [-0.210, 2.925, -2.065], [-1.501, 4.712, 0.050], [-1.903, 4.613, -1.658], [-2.239, 3.247, -0.601], [1.162, 5.187, -0.531], [1.789, 4.252, -1.894], [0.427, 5.334, -2.119], [1.805, -2.099, -2.369], [0.617, -0.980, -3.433], [1.644, -0.246, -4.907], [-0.896, -1.974, -4.146], [-0.015, 0.573, -2.410], [1.889, -3.083, -2.833], [1.472, -2.233, -1.338], [2.798, -1.647, -2.351], [1.967, -1.051, -5.570], [2.532, 0.267, -4.532], [1.053, 0.462, -5.490], [-0.537, -2.843, -4.701], [-1.459, -1.343, -4.836], [-1.575, -2.326, -3.370], [-0.898, 1.020, -2.902], [0.757, 1.350, -2.464]], "forces_ev_per_angstrom": [[-1.27, 0.51, -0.07], [-0.01, -0.01, 0.01], [-0.04, -0.03, -0.09], [0.03, -0.03, 0.03], [-0.21, -0.01, 0.05], [-0.08, -0.11, 0.07], [-0.01, 0.04, 0.00], [-0.04, 0.04, 0.12], [-0.18, -0.27, 0.16], [-0.05, 0.14, -0.06], [0.03, 0.00, -0.01], [0.10, 0.00, 0.06], [-0.04, -0.09, 0.09], [0.29, 0.67, -0.43], [1.52, -0.68, 0.48], [-0.68, -0.38, 0.34], [0.17, 0.09, 0.01], [0.00, -0.01, -0.01], [0.02, -0.05, 0.02], [-0.13, -0.06, -0.09], [0.10, 0.16, 0.21], [0.11, -0.40, -0.89], [0.04, -0.06, 0.11], [0.08, 0.07, 0.00], [-0.04, 0.03, 0.20], [-0.03, 0.27, 0.15], [0.00, 0.00, 0.04], [0.00, 0.03, 0.02], [0.03, 0.01, 0.01], [0.04, -0.02, 0.02], [0.00, 0.01, 0.00], [-0.01, -0.08, 0.00], [0.05, -0.03, 0.09], [-0.03, 0.02, 0.05], [0.02, 0.03, 0.03], [-0.02, -0.06, -0.07], [0.00, -0.01, -0.02], [-0.08, -0.04, -0.02], [0.01, -0.03, 0.02], [0.00, 0.03, -0.02], [0.02, -0.01, -0.01], [0.00, 0.02, -0.01], [0.03, 0.03, -0.02], [0.01, 0.02, -0.02], [-0.03, 0.00, -0.01], [-0.03, -0.01, 0.03], [-0.02, 0.03, -0.04], [-0.02, 0.02, -0.01], [0.00, 0.00, 0.01], [-0.02, -0.01, 0.03], [-0.01, 0.00, -0.06], [-0.02, 0.01, -0.02], [0.03, 0.00, -0.01], [0.00, 0.05, -0.01], [-0.02, -0.03, -0.02], [-0.01, -0.02, 0.02], [0.04, 0.03, -0.01], [-0.03, 0.09, -0.04], [-0.02, -0.01, -0.02], [0.04, -0.01, 0.00], [0.05, -0.02, -0.02], [0.00, -0.02, -0.02], [-0.02, -0.02, 0.00], [0.00, -0.02, 0.00], [0.10, -0.18, 0.08], [0.00, 0.01, 0.03], [0.13, 0.04, -0.21], [-0.18, -0.09, -0.08], [0.52, 0.63, 0.21], [0.02, 0.02, 0.02], [-0.02, 0.00, -0.05], [-0.03, -0.02, 0.02], [0.01, 0.06, 0.00], [-0.04, -0.01, -0.03], [0.03, -0.03, 0.02], [-0.03, 0.02, 0.02], [0.02, -0.02, 0.01], [0.00, 0.06, -0.18], [-0.16, -0.10, 0.14], [-0.02, -0.15, -0.36]]}

(4)
{"formula": "C3H3BrCl2", "method": "ωB97M-V/def2-TZVPD", "lumo_energy_ev": [-0.084, -0.276], "spin_multiplicity": 1, "total_energy_ev": -98243.540, "de_lowest_ev": 2.406, "symbols": ["C", "C", "C", "Cl", "Cl", "Br", "H", "H", "H"], "xyz": [[-0.060, 0.597, -0.593], [-1.116, -0.125, 0.147], [1.161, -0.072, -0.004], [-1.378, 0.109, 1.807], [1.556, 0.160, 1.593], [1.473, -1.932, -0.551], [-0.140, 0.515, -1.608], [0.061, 1.741, -0.389], [-1.557, -0.991, -0.403]], "forces_ev_per_angstrom": [[0.69, 2.89, 3.49], [-0.13, -0.37, -1.17], [-0.47, -1.68, -1.15], [-0.59, -0.15, -0.46], [0.82, 0.52, 0.80], [-0.01, 0.70, -0.07], [-0.10, -0.65, -2.59], [-0.51, -1.89, -0.04], [0.31, 0.64, 1.19]]}